Model 1:
# H22O11

11 unconnected molecules or ions with the total composition H22O11 (the ωB97M-V functional and the def2-TZVPD basis, the Open Molecules 2025 dataset).

The HOMO-LUMO gap comes out at 10.1 eV. For the LUMO energy, the calculation gives -0.216 eV. The SMILES is O.O.O.O.O.O.O.O.O.O.O. The calculation puts the highest occupied orbital energy at -0.379 Ha.

Last column: Löwdin charge in e.
CARTESIAN COORDINATES (ANGSTROEM)
O: -3.355 -1.030 -1.112  -0.029
H: -3.975 -1.458 -1.695  0.062
H: -2.528 -1.478 -1.039  -0.027
O: 0.986 1.541 2.367  -0.042
H: 0.214 1.135 2.826  0.078
H: 0.513 2.014 1.708  0.011
O: -1.051 -2.294 -0.666  -0.057
H: -0.554 -2.489 -1.515  0.099
H: -0.828 -1.446 -0.322  -0.033
O: -0.492 0.270 0.010  -0.034
H: -0.155 1.044 -0.432  -0.011
H: 0.133 0.212 0.720  -0.004
O: -0.156 0.401 -3.518  -0.054
H: -0.878 0.872 -3.098  0.035
H: -0.573 -0.133 -4.235  0.075
O: 2.385 -0.329 3.834  -0.025
H: 2.154 0.413 4.309  -0.011
H: 1.793 -0.422 3.098  -0.044
O: 0.439 2.484 -1.362  -0.019
H: 1.301 2.475 -1.760  0.047
H: 0.364 3.360 -0.961  0.078
O: 2.123 -1.216 0.888  -0.033
H: 2.809 -0.681 1.311  0.067
H: 2.065 -1.085 -0.039  -0.009
O: 2.227 -0.294 -1.846  -0.018
H: 2.581 0.517 -1.436  0.064
H: 1.375 -0.181 -2.165  -0.043
O: 0.116 -1.613 2.601  -0.061
H: 0.878 -1.897 2.065  0.013
H: 0.067 -2.310 3.251  0.048
O: -3.446 1.549 -0.828  -0.090
H: -3.284 1.426 0.105  0.015
H: -3.261 0.627 -1.050  -0.048


Model 2:
# H22O11

11 unconnected molecules or ions with the total composition H22O11 (the ωB97M-V functional and the def2-TZVPD basis, the Open Molecules 2025 dataset).

The HOMO-LUMO gap comes out at 9.9 eV. For the LUMO energy, the calculation gives 0.058 eV. The SMILES is O.O.O.O.O.O.O.O.O.O.O. The calculation puts the highest occupied orbital energy at -0.362 Ha.

Last column: Löwdin charge in e.
CARTESIAN COORDINATES (ANGSTROEM)
O: -0.003 -0.024 -0.856  -0.072
H: -0.805 0.456 -0.974  0.004
H: -0.130 -0.745 -0.210  0.065
O: -3.573 0.303 1.338  -0.031
H: -3.159 0.641 2.102  -0.012
H: -2.866 -0.028 0.775  0.022
O: 1.318 3.376 -1.033  -0.099
H: 1.472 4.039 -1.726  0.046
H: 0.428 3.752 -0.666  0.100
O: -2.781 0.728 -2.633  -0.064
H: -2.319 -0.059 -2.485  -0.030
H: -3.110 0.552 -3.593  0.100
O: 3.105 1.087 -2.512  -0.084
H: 3.763 0.982 -3.229  0.038
H: 2.931 0.083 -2.451  0.033
O: 1.468 -1.253 -1.572  -0.128
H: 2.139 -1.938 -1.706  0.048
H: 1.513 -0.775 -2.492  0.097
O: -4.750 -2.055 -0.065  -0.068
H: -4.234 -2.470 0.682  0.063
H: -4.058 -2.047 -0.718  0.006
O: 2.548 1.981 0.394  -0.075
H: 2.459 1.421 1.221  0.066
H: 1.954 2.626 0.640  -0.051
O: 1.195 -3.682 2.690  -0.089
H: 0.412 -4.195 2.761  0.022
H: 1.709 -3.985 3.438  0.049
O: 2.511 -2.270 2.568  -0.076
H: 2.764 -1.843 3.357  0.025
H: 3.329 -2.083 2.075  0.070
O: -1.181 2.035 1.575  -0.037
H: -1.919 2.551 1.929  0.050
H: -1.143 1.267 2.121  0.012


Model 3:
# H22O11

11 unconnected molecules or ions with the total composition H22O11 (the ωB97M-V functional and the def2-TZVPD basis, the Open Molecules 2025 dataset).

The HOMO-LUMO gap comes out at 9.9 eV. For the LUMO energy, the calculation gives -0.047 eV. The SMILES is O.O.O.O.O.O.O.O.O.O.O. The calculation puts the highest occupied orbital energy at -0.367 Ha.

Last column: Löwdin charge in e.
CARTESIAN COORDINATES (ANGSTROEM)
O: 0.696 0.324 0.055  -0.076
H: 0.583 -0.555 0.434  0.038
H: -0.173 0.731 0.143  0.021
O: 1.432 -3.773 -1.121  -0.050
H: 1.281 -4.316 -0.339  0.034
H: 2.028 -4.303 -1.662  0.042
O: -2.034 -4.069 -1.976  -0.064
H: -2.116 -4.863 -2.516  0.035
H: -1.097 -4.030 -1.755  0.006
O: 2.232 4.953 2.336  -0.063
H: 1.438 5.393 2.660  0.029
H: 1.950 4.044 2.181  0.025
O: 1.186 1.773 -3.689  -0.055
H: 0.534 2.420 -3.982  0.033
H: 0.998 0.992 -4.222  0.021
O: -0.029 1.620 1.732  -0.076
H: -0.925 1.520 2.072  0.048
H: 0.410 0.799 1.984  0.019
O: -0.720 -1.799 -4.395  -0.061
H: -1.672 -1.714 -4.270  0.035
H: -0.348 -1.105 -3.839  0.023
O: -2.178 3.919 -2.022  -0.065
H: -1.438 4.303 -1.539  0.036
H: -2.942 4.098 -1.462  0.030
O: -3.799 0.286 1.513  -0.062
H: -4.596 -0.017 1.063  0.039
H: -3.299 0.739 0.825  0.025
O: 2.237 -2.383 3.291  -0.052
H: 1.699 -3.007 3.791  0.039
H: 2.909 -2.935 2.874  0.041
O: 1.939 0.665 3.757  -0.056
H: 1.152 0.147 3.959  0.027
H: 2.663 0.143 4.119  0.032


Model 4:
# H22O11

11 unconnected molecules or ions with the total composition H22O11 (the ωB97M-V functional and the def2-TZVPD basis, the Open Molecules 2025 dataset).

The HOMO-LUMO gap comes out at 10.1 eV. For the LUMO energy, the calculation gives -0.506 eV. The SMILES is O.O.O.O.O.O.O.O.O.O.O. The calculation puts the highest occupied orbital energy at -0.390 Ha.

Last column: Löwdin charge in e.
CARTESIAN COORDINATES (ANGSTROEM)
O: -1.255 -1.581 -1.962  -0.060
H: -0.879 -0.754 -2.298  -0.010
H: -0.721 -2.267 -2.377  0.054
O: -0.630 -0.850 2.764  -0.048
H: -1.430 -0.367 2.488  0.080
H: -0.516 -0.810 3.743  0.116
O: -0.851 2.315 0.317  -0.042
H: -0.155 1.691 0.117  -0.034
H: -1.518 1.666 0.398  -0.040
O: 1.309 -0.493 -2.828  0.003
H: 1.805 0.286 -2.874  0.043
H: 1.863 -1.251 -2.638  0.081
O: 0.424 -0.037 -0.314  -0.036
H: 0.678 -0.161 -1.199  -0.024
H: -0.293 -0.646 -0.247  0.028
O: 2.752 -1.131 0.990  -0.071
H: 2.916 -1.175 1.935  0.036
H: 1.891 -0.804 0.686  -0.019
O: -0.263 -3.259 1.630  -0.066
H: -0.519 -2.360 1.860  -0.040
H: -0.798 -3.484 0.856  0.031
O: -1.368 1.277 -2.765  -0.043
H: -1.891 0.880 -2.050  -0.017
H: -0.774 1.826 -2.264  0.030
O: -2.712 0.553 -0.523  -0.020
H: -2.823 0.019 0.256  0.068
H: -3.510 0.626 -1.015  0.074
O: 2.213 2.391 -0.052  -0.030
H: 1.977 1.684 0.525  -0.035
H: 3.117 2.279 -0.284  0.023
O: 1.021 1.269 2.313  -0.046
H: 0.380 0.595 2.212  -0.048
H: 0.556 2.065 2.592  0.063


Relative energies, in hartree, with the most stable structure set to zero: model 1 0.0000; model 2 0.1949; model 3 0.0615; model 4 0.0187.


Model 1:
# H22O11

11 unconnected molecules or ions with the total composition H22O11 (the ωB97M-V functional and the def2-TZVPD basis, the Open Molecules 2025 dataset).

The HOMO-LUMO gap comes out at 10.4 eV. For the LUMO energy, the calculation gives -0.197 eV. The SMILES is O.O.O.O.O.O.O.O.O.O.O. The calculation puts the highest occupied orbital energy at -0.391 Ha.

Last column: Löwdin charge in e.
CARTESIAN COORDINATES (ANGSTROEM)
O: -23.398 0.257 12.257  -0.017
H: -22.561 0.249 12.708  0.086
H: -23.220 -0.415 11.625  0.039
O: -23.726 1.694 9.984  -0.059
H: -23.614 1.455 10.893  -0.037
H: -24.034 0.849 9.649  -0.027
O: -26.020 -0.355 12.627  -0.080
H: -25.036 -0.250 12.673  0.012
H: -26.463 0.025 11.863  -0.016
O: -25.010 3.444 12.295  -0.035
H: -25.577 2.873 11.815  -0.019
H: -24.233 3.583 11.754  0.030
O: -27.089 3.260 9.859  -0.057
H: -27.120 2.332 10.082  -0.038
H: -27.426 3.370 8.961  0.039
O: -24.686 1.054 15.425  -0.022
H: -24.325 1.929 15.407  0.034
H: -25.273 1.031 14.690  -0.001
O: -25.075 -0.500 9.254  -0.036
H: -25.113 -1.220 9.861  -0.003
H: -25.148 -0.889 8.361  0.102
O: -25.130 -2.540 11.227  -0.001
H: -25.670 -2.214 11.895  -0.011
H: -24.667 -3.233 11.644  0.037
O: -27.268 0.620 10.464  -0.011
H: -28.070 0.136 10.492  0.075
H: -26.841 0.292 9.683  0.040
O: -24.196 -1.907 15.899  -0.027
H: -24.773 -1.358 15.411  -0.007
H: -24.636 -2.763 15.996  0.064
O: -22.579 -2.461 13.563  -0.045
H: -23.147 -1.992 14.183  -0.005
H: -22.554 -2.028 12.714  -0.004


Model 2:
# H22O11

11 unconnected molecules or ions with the total composition H22O11 (the ωB97M-V functional and the def2-TZVPD basis, the Open Molecules 2025 dataset).

The HOMO-LUMO gap comes out at 10.5 eV. For the LUMO energy, the calculation gives -0.049 eV. The SMILES is O.O.O.O.O.O.O.O.O.O.O. The calculation puts the highest occupied orbital energy at -0.387 Ha.

Last column: Löwdin charge in e.
CARTESIAN COORDINATES (ANGSTROEM)
O: -0.697 -3.257 -2.142  -0.058
H: -1.316 -2.580 -2.416  0.014
H: -0.038 -2.787 -1.632  -0.026
O: 2.694 0.529 1.704  -0.039
H: 1.856 0.853 1.376  -0.002
H: 3.292 1.271 1.608  0.044
O: 0.021 -0.016 0.209  -0.049
H: -0.836 0.308 0.486  -0.009
H: -0.066 -0.969 0.225  -0.026
O: -2.437 3.356 -0.655  -0.049
H: -1.983 4.054 -0.183  0.024
H: -2.011 2.551 -0.360  -0.004
O: 2.608 -2.286 1.167  -0.042
H: 2.819 -1.383 0.932  0.003
H: 3.360 -2.795 0.863  0.047
O: 0.116 3.088 1.263  -0.033
H: -0.634 2.636 1.648  -0.002
H: 0.718 3.222 1.995  0.046
O: -2.129 1.049 1.846  -0.034
H: -2.853 0.434 1.728  0.060
H: -2.499 1.756 2.375  0.058
O: 1.664 -1.780 -2.201  -0.040
H: 1.599 -1.051 -1.584  0.016
H: 1.266 -1.449 -3.006  0.051
O: -0.214 -2.558 0.820  -0.041
H: -0.706 -3.282 1.207  0.072
H: 0.638 -2.937 0.602  0.028
O: -3.341 -1.086 -0.941  -0.042
H: -4.134 -0.855 -1.426  0.038
H: -2.623 -0.775 -1.492  0.022
O: 2.026 2.030 -1.657  -0.049
H: 2.507 2.801 -1.354  0.029
H: 1.333 1.909 -1.008  -0.008


Relative energies, in hartree, with the most stable structure set to zero: model 1 0.0049; model 2 0.0000.


Model 1:
# H22O11

11 unconnected molecules or ions with the total composition H22O11 (the ωB97M-V functional and the def2-TZVPD basis, the Open Molecules 2025 dataset).

The HOMO-LUMO gap comes out at 9.9 eV. For the LUMO energy, the calculation gives -0.567 eV. The SMILES is O.O.O.O.O.O.O.O.O.O.O. The calculation puts the highest occupied orbital energy at -0.383 Ha.

Last column: Löwdin charge in e.
CARTESIAN COORDINATES (ANGSTROEM)
O: -0.799 -3.238 0.154  -0.008
H: -1.709 -3.352 0.107  0.019
H: -0.679 -2.360 -0.174  -0.024
O: 2.190 0.583 0.403  0.001
H: 2.587 0.160 -0.364  0.077
H: 2.320 0.112 1.164  0.028
O: 0.260 -3.120 2.981  -0.024
H: -0.035 -2.963 2.110  -0.022
H: -0.571 -3.224 3.471  0.078
O: -1.207 2.138 -1.509  -0.075
H: -0.792 2.605 -0.716  0.058
H: -0.464 1.515 -1.607  -0.022
O: -2.354 -0.750 -1.910  -0.054
H: -1.687 -0.583 -1.199  -0.013
H: -1.765 -0.864 -2.646  0.009
O: -2.474 0.990 1.032  -0.047
H: -2.991 0.633 0.300  0.036
H: -1.585 0.997 0.705  -0.043
O: 2.084 2.616 -1.656  -0.043
H: 1.696 1.856 -2.089  -0.033
H: 2.831 2.365 -1.112  0.027
O: 0.105 -0.461 2.489  -0.030
H: -0.731 -0.112 2.746  0.049
H: 0.193 -1.380 2.813  0.014
O: -0.318 -0.626 -0.116  -0.058
H: 0.413 -0.349 -0.601  -0.010
H: -0.003 -0.680 0.780  0.004
O: 1.049 0.284 -2.483  -0.027
H: 1.776 0.059 -3.094  0.108
H: 0.320 -0.052 -2.973  0.056
O: 0.417 2.329 1.142  -0.075
H: 0.914 3.182 1.149  0.075
H: 1.009 1.691 0.704  -0.032


Model 2:
# H22O11

11 unconnected molecules or ions with the total composition H22O11 (the ωB97M-V functional and the def2-TZVPD basis, the Open Molecules 2025 dataset).

The HOMO-LUMO gap comes out at 10.3 eV. For the LUMO energy, the calculation gives 0.059 eV. The SMILES is O.O.O.O.O.O.O.O.O.O.O. The calculation puts the highest occupied orbital energy at -0.375 Ha.

Last column: Löwdin charge in e.
CARTESIAN COORDINATES (ANGSTROEM)
O: 1.056 -0.216 0.716  -0.067
H: 0.789 0.742 0.862  0.020
H: 0.760 -0.495 1.565  -0.002
O: 0.884 3.387 1.770  -0.115
H: 1.272 3.470 0.845  0.052
H: 1.439 3.990 2.361  0.103
O: -2.187 -3.624 -3.434  -0.147
H: -2.279 -3.457 -2.459  0.048
H: -1.223 -4.106 -3.208  0.149
O: 2.507 1.302 2.224  -0.076
H: 1.921 2.078 2.266  -0.012
H: 3.287 1.203 1.703  0.006
O: -4.251 -1.352 -0.976  -0.037
H: -4.698 -0.674 -0.465  0.037
H: -3.472 -1.042 -1.383  0.001
O: 0.838 2.627 -0.706  -0.072
H: 1.438 2.462 -1.436  0.051
H: 0.440 1.677 -0.605  0.095
O: -1.920 2.075 1.378  -0.018
H: -2.204 2.833 1.765  -0.020
H: -0.977 1.856 1.436  0.006
O: 3.919 0.961 -0.681  -0.002
H: 4.097 0.069 -0.880  0.026
H: 4.607 1.582 -0.683  0.017
O: -1.189 -1.643 -4.305  -0.036
H: -1.032 -1.601 -3.448  -0.069
H: -1.217 -2.489 -4.782  0.046
O: 0.130 -3.633 0.017  -0.038
H: 0.643 -4.406 0.022  0.003
H: 0.534 -2.845 0.404  0.023
O: -0.966 -0.099 3.439  -0.048
H: -1.174 -0.921 2.950  0.056
H: -1.773 0.290 3.727  0.019


Model 3:
# H22O11

11 unconnected molecules or ions with the total composition H22O11 (the ωB97M-V functional and the def2-TZVPD basis, the Open Molecules 2025 dataset).

The HOMO-LUMO gap comes out at 9.4 eV. For the LUMO energy, the calculation gives -0.833 eV. The SMILES is O.O.O.O.O.O.O.O.O.O.O. The calculation puts the highest occupied orbital energy at -0.376 Ha.

Last column: Löwdin charge in e.
CARTESIAN COORDINATES (ANGSTROEM)
O: -0.295 0.915 2.836  -0.008
H: 0.324 1.022 2.164  -0.034
H: 0.214 0.486 3.495  0.061
O: 3.102 -1.503 -2.828  -0.079
H: 2.523 -0.865 -2.434  -0.050
H: 3.935 -0.974 -2.999  0.064
O: 1.951 -1.026 1.753  -0.082
H: 1.561 -1.617 2.418  0.050
H: 1.314 -1.092 0.988  0.021
O: -1.549 1.475 -2.529  -0.066
H: -2.073 2.001 -3.192  0.079
H: -1.722 1.854 -1.650  0.007
O: 1.314 0.313 -1.743  -0.043
H: 0.902 0.938 -2.358  0.081
H: 1.617 0.761 -0.944  0.037
O: -1.026 -1.527 -2.465  -0.049
H: -0.366 -0.965 -2.888  0.015
H: -1.132 -1.152 -1.590  -0.010
O: -2.315 -0.719 2.863  -0.039
H: -1.652 -0.075 2.729  -0.076
H: -2.902 -0.571 2.114  0.035
O: -1.122 -3.089 0.799  -0.067
H: -0.716 -2.231 0.676  -0.043
H: -0.605 -3.535 0.119  0.038
O: 1.656 1.813 0.662  -0.034
H: 1.217 2.624 0.389  0.066
H: 2.232 1.965 1.428  0.089
O: -0.262 -0.655 0.070  -0.065
H: 0.208 -0.381 -0.702  -0.017
H: -0.666 0.101 0.474  0.011
O: -1.889 1.631 0.500  -0.033
H: -1.255 2.374 0.631  0.077
H: -2.524 1.703 1.212  0.065


Relative energies, in hartree, with the most stable structure set to zero: model 1 0.0000; model 2 0.1090; model 3 0.0021.